(1)
C27H22BF3N3O10S | ωB97M-V with the def2-TZVPD basis set

Cartesian coordinates (Å):
C -4.466 -3.243 2.100
C -3.255 -2.475 2.233
C -2.722 -1.726 3.259
C -1.838 -0.798 2.670
C -1.812 -1.086 1.293
B -0.316 -0.442 0.344
C 0.440 0.460 1.306
C 0.191 1.699 1.874
C 1.284 1.999 2.743
C 2.108 0.889 2.710
C 3.262 0.464 3.470
O 1.639 -0.020 1.805
C 0.493 -1.673 -0.075
C 0.382 -3.040 0.104
C 1.659 -3.619 -0.138
C 2.497 -2.572 -0.454
C 3.916 -2.485 -0.666
O 1.782 -1.412 -0.503
C -1.865 -0.198 0.117
C -2.487 -0.732 -1.090
C -3.637 -0.007 -1.346
C -3.711 0.996 -0.380
C -4.762 1.961 -0.153
O -2.644 0.963 0.450
O -2.568 -2.234 1.088
H -4.909 -3.356 3.093
H -5.181 -2.714 1.444
H -4.228 -4.215 1.656
H -2.936 -1.785 4.315
H -1.118 -0.174 3.191
H -0.685 2.319 1.713
H 1.427 2.904 3.331
H 3.843 1.343 3.753
H 2.949 -0.044 4.393
H 3.879 -0.227 2.890
H -0.502 -3.572 0.442
H 1.951 -4.664 -0.056
H 4.332 -3.497 -0.650
H 4.130 -2.023 -1.633
H 4.402 -1.894 0.122
H -2.123 -1.615 -1.618
H -4.352 -0.192 -2.142
H -5.364 2.063 -1.065
H -5.421 1.583 0.642
H -4.342 2.930 0.130
O 3.027 -1.248 -3.207
S 2.133 -0.180 -3.595
O 2.410 0.651 -4.736
C 0.554 -1.096 -4.010
F 0.826 -1.885 -5.060
F 0.203 -1.863 -2.952
F -0.464 -0.253 -4.305
C 1.740 0.919 -2.224
C 0.464 1.063 -1.626
C 0.230 2.347 -1.097
N -0.927 3.104 -1.220
O -2.014 2.907 -1.730
O -0.564 4.417 -0.802
N 0.782 4.492 -0.492
C 1.262 3.238 -0.725
C 2.619 2.885 -1.052
N 3.730 3.770 -0.760
O 3.645 4.640 0.132
O 4.753 3.626 -1.467
C 2.818 1.745 -1.842
H -0.375 0.377 -1.782
H 3.830 1.497 -2.160

The calculation puts the energy relative to the best compared isomer or geometry (same formula, charge and spin) at 240.2 kJ/mol. The LUMO energy comes out at 1.372 eV. As for the total energy: -72953.55638 eV. The net charge is -1.

---

(2)
C27H22Cl2N7O3Ta | ωB97M-V with the def2-TZVPD basis set

Cartesian coordinates (Å):
Ta 0.419 0.732 0.491
C 1.618 4.706 1.540
C 0.585 3.766 1.027
O 0.917 2.482 1.112
C -0.617 4.115 0.510
C -1.580 3.178 0.047
C -2.871 3.715 -0.474
N -1.350 1.876 0.063
N -2.399 1.128 -0.493
C -2.199 -0.120 -0.264
O -1.124 -0.467 0.462
C -3.043 -1.198 -0.778
C -2.763 -2.523 -0.450
C -3.560 -3.538 -0.952
C -4.632 -3.233 -1.779
C -4.912 -1.911 -2.107
C -4.121 -0.892 -1.610
H 2.603 4.399 1.191
H 1.625 4.684 2.632
H 1.420 5.726 1.220
H -0.869 5.162 0.444
H -2.916 4.791 -0.346
H -3.711 3.239 0.030
H -2.968 3.463 -1.531
H -1.932 -2.755 0.202
H -3.352 -4.567 -0.696
H -5.255 -4.026 -2.170
H -5.749 -1.679 -2.750
H -4.329 0.139 -1.861
N 3.920 -0.394 2.810
C 4.621 -0.319 1.626
C 3.727 0.063 0.676
N 2.499 0.237 1.268
C 2.650 -0.050 2.552
C 1.438 -0.025 3.357
N 0.307 0.180 2.692
C -0.699 0.229 3.626
C -0.160 0.045 4.860
N 1.196 -0.115 4.671
H 4.305 -0.673 3.699
H 5.674 -0.532 1.576
H 3.889 0.242 -0.373
H -1.728 0.373 3.348
H -0.604 0.002 5.838
H 1.872 -0.254 5.406
Cl 1.098 1.957 -4.231
C 1.279 0.371 -3.628
C 1.553 -0.703 -4.515
C 1.691 -1.983 -4.059
Cl 2.018 -3.257 -5.167
C 1.560 -2.292 -2.673
C 1.655 -3.567 -2.086
C 1.485 -3.692 -0.728
C 1.222 -2.555 0.046
N 1.132 -1.346 -0.472
C 1.294 -1.216 -1.812
C 1.156 0.101 -2.294
O 0.891 1.006 -1.325
H 1.651 -0.491 -5.571
H 1.853 -4.432 -2.703
H 1.544 -4.656 -0.244
H 1.074 -2.645 1.117

The calculation puts the energy relative to the best compared isomer or geometry (same formula, charge and spin) at 34.9 kJ/mol. The LUMO energy comes out at -6.459 eV. As for the total energy: -71518.21990 eV. The net charge is +2.

---

(3)
C27H22F3N5PbS4 | ωB97M-V with the def2-TZVPD basis set

Cartesian coordinates (Å):
Pb -0.349 -1.309 2.106
C -2.852 4.470 3.945
C -2.759 3.712 2.622
N -1.399 3.451 2.212
C -0.632 2.379 2.587
S -1.344 1.135 3.533
N 0.624 2.524 2.178
N 1.366 1.427 2.367
C 2.619 1.513 2.091
C 3.281 2.782 1.619
C 3.421 0.275 2.202
C 4.775 0.254 1.833
C 5.487 -0.930 1.912
C 4.851 -2.077 2.359
C 3.514 -1.965 2.723
N 2.823 -0.838 2.655
H -3.895 4.651 4.223
H -2.339 5.433 3.876
H -2.379 3.876 4.728
H -3.248 4.282 1.826
H -3.257 2.748 2.720
H -0.868 4.196 1.788
H 2.644 3.623 1.882
H 3.404 2.784 0.529
H 4.265 2.920 2.073
H 5.259 1.154 1.484
H 6.534 -0.953 1.631
H 5.370 -3.025 2.427
H 2.965 -2.826 3.098
S -3.416 -5.367 2.827
C -2.225 -4.204 2.493
S -2.751 -2.599 2.029
S -0.543 -4.563 2.520
N 0.712 -2.717 0.060
C 0.847 -3.513 -0.751
C 0.940 -4.563 -1.732
C 2.183 -4.963 -2.212
C 2.258 -5.953 -3.178
C 1.098 -6.544 -3.661
C -0.139 -6.143 -3.177
C -0.224 -5.154 -2.210
H 3.075 -4.493 -1.820
H 3.224 -6.261 -3.559
H 1.160 -7.321 -4.413
H -1.044 -6.603 -3.553
H -1.178 -4.835 -1.810
F -3.011 5.252 -4.753
C -3.496 3.991 -4.872
F -3.183 3.582 -6.119
F -4.844 4.124 -4.840
C -2.982 3.079 -3.812
C -2.218 1.963 -4.126
C -1.721 1.157 -3.115
C -1.974 1.443 -1.766
C -2.751 2.574 -1.472
C -3.246 3.379 -2.478
C -1.467 0.614 -0.724
C -1.031 -0.089 0.174
H -2.015 1.726 -5.162
H -1.122 0.287 -3.352
H -2.948 2.802 -0.434
H -3.847 4.249 -2.235

The calculation puts the energy relative to the best compared isomer or geometry (same formula, charge and spin) at 101.7 kJ/mol. The LUMO energy comes out at 3.927 eV. As for the total energy: -92548.07564 eV. The net charge is -2.

---

(4)
C27H22N2O4S | ωB97M-V with the def2-TZVPD basis set

Cartesian coordinates (Å):
C -3.216 -3.153 0.418
O -4.400 -2.406 0.249
C -4.303 -1.061 0.140
C -3.116 -0.354 0.214
C -3.102 1.042 0.123
C -1.923 1.859 0.213
C -0.591 1.603 0.242
S 0.490 3.019 0.354
C 1.873 1.995 0.244
N 3.145 2.199 0.190
C 3.712 0.940 0.083
C 5.159 0.813 0.033
C 5.916 1.905 -0.389
C 7.294 1.820 -0.449
C 7.935 0.647 -0.084
C 7.190 -0.436 0.355
C 5.812 -0.358 0.418
C 2.732 -0.031 0.065
C 2.796 -1.478 -0.096
C 2.128 -2.328 0.781
C 2.192 -3.697 0.604
C 2.923 -4.232 -0.443
C 3.594 -3.392 -1.316
C 3.532 -2.022 -1.148
N 1.531 0.664 0.181
C 0.184 0.350 0.148
O -0.239 -0.779 0.043
C -4.317 1.709 -0.074
C -5.510 1.015 -0.179
O -6.662 1.744 -0.390
C -7.326 1.466 -1.612
C -5.527 -0.379 -0.037
O -6.670 -1.131 -0.107
C -7.674 -0.826 0.848
H -3.530 -4.195 0.437
H -2.718 -2.905 1.361
H -2.516 -2.996 -0.407
H -2.187 -0.874 0.355
H -2.154 2.919 0.253
H 5.403 2.813 -0.664
H 7.871 2.670 -0.781
H 9.011 0.579 -0.133
H 7.687 -1.348 0.654
H 5.240 -1.200 0.778
H 1.564 -1.915 1.605
H 1.670 -4.349 1.289
H 2.969 -5.303 -0.579
H 4.164 -3.805 -2.136
H 4.049 -1.362 -1.829
H -4.349 2.783 -0.168
H -8.239 2.058 -1.596
H -6.707 1.771 -2.462
H -7.574 0.407 -1.716
H -8.537 -1.428 0.571
H -7.943 0.232 0.845
H -7.340 -1.108 1.852

The calculation puts the energy relative to the best compared isomer or geometry (same formula, charge and spin) at 0.0 kJ/mol. The LUMO energy comes out at -0.819 eV. As for the total energy: -50360.35394 eV. As for the SMILES: COc1cc(/C=c2/sc3nc(-c4ccccc4)c(-c4ccccc4)n3c2=O)cc(OC)c1OC.

---

(5)
C27H22N4O3RhS3 | ωB97M-V with the def2-TZVPD basis set

Cartesian coordinates (Å):
Rh 0.044 -0.213 -0.961
C 3.662 -0.660 -0.277
C 2.979 0.656 -0.393
N 1.711 0.818 -0.333
C 1.181 2.153 -0.556
C 2.376 3.003 -0.767
S 3.845 2.138 -0.655
C -1.155 2.124 -0.556
C -2.373 2.942 -0.769
S -3.816 2.033 -0.661
C -2.910 0.580 -0.402
N -1.648 0.777 -0.324
C -3.542 -0.768 -0.354
H 2.930 -1.456 -0.139
H 4.332 -0.647 0.584
H 4.265 -0.859 -1.163
H 2.405 4.068 -0.891
H -2.431 4.005 -0.893
H -4.585 -0.707 -0.050
H -2.996 -1.412 0.337
H -3.504 -1.218 -1.349
N 0.060 -0.013 1.555
C 0.006 1.196 2.370
C -0.029 1.012 3.746
C -0.083 2.086 4.616
C -0.103 3.368 4.099
C -0.068 3.557 2.727
C -0.012 2.493 1.826
C 0.005 2.735 0.331
C -0.003 4.192 -0.163
C -0.009 4.616 -1.437
C -0.011 3.876 -2.718
C 0.002 2.543 -2.844
C 0.014 1.784 -1.581
H -0.714 -0.624 1.811
H 0.907 -0.530 1.780
H -0.013 0.000 4.134
H -0.111 1.919 5.684
H -0.146 4.226 4.755
H -0.088 4.574 2.369
H 0.007 4.968 0.585
H -0.010 5.694 -1.555
H -0.019 4.489 -3.610
H 0.004 2.070 -3.817
O -0.126 -2.125 -2.629
C -0.034 -2.841 -1.622
N 0.105 -2.261 -0.408
S 0.146 -3.316 0.829
O 1.419 -3.232 1.490
O -1.038 -3.156 1.631
C 0.036 -4.736 -0.220
C 0.034 -6.067 0.139
C -0.068 -6.995 -0.892
C -0.165 -6.594 -2.222
C -0.162 -5.247 -2.566
C -0.058 -4.324 -1.542
H 0.108 -6.380 1.171
H -0.073 -8.050 -0.658
H -0.243 -7.344 -2.997
H -0.236 -4.921 -3.594

The calculation puts the energy relative to the best compared isomer or geometry (same formula, charge and spin) at 444.7 kJ/mol. As for the multiplicity: 5. The LUMO energy (spin up / spin down) comes out at -3.754 / -4.239 eV. As for the total energy: -75961.04417 eV. The net charge is +1.

---

(6)
C27H22N5OsS2 | ωB97M-V with the def2-TZVPD basis set

Cartesian coordinates (Å):
Os 0.388 0.304 0.380
C -2.110 1.955 3.785
S -3.017 0.403 3.619
C -2.218 -0.248 2.123
S -0.425 -0.562 2.345
N -2.640 0.437 0.862
N -1.533 0.714 -0.003
C -1.802 1.433 -1.053
C -0.690 1.759 -1.871
C -0.767 2.500 -3.060
C 0.364 2.752 -3.787
C 1.589 2.233 -3.324
C 1.619 1.519 -2.161
N 0.511 1.286 -1.404
H -2.465 2.452 4.688
H -2.304 2.588 2.920
H -1.042 1.759 3.872
H -2.818 1.750 -1.256
H -1.738 2.857 -3.381
H 0.320 3.327 -4.703
H 2.507 2.386 -3.874
H 2.542 1.099 -1.784
C 4.305 4.116 1.500
C 5.061 3.023 1.096
C 4.461 1.794 0.872
C 3.088 1.646 1.046
C 2.337 2.730 1.471
C 2.941 3.961 1.692
N 2.407 0.408 0.748
N 3.189 -0.562 0.507
C 2.485 -1.626 0.011
C 3.141 -2.839 -0.282
C 2.413 -3.882 -0.787
C 1.025 -3.725 -1.003
C 0.386 -2.540 -0.737
C 1.105 -1.443 -0.217
H 4.775 5.078 1.661
H 6.128 3.129 0.943
H 5.037 0.939 0.548
H 1.274 2.605 1.628
H 2.339 4.799 2.018
H 4.207 -2.921 -0.100
H 2.896 -4.824 -1.016
H 0.448 -4.562 -1.379
H -0.681 -2.449 -0.900
C -2.964 -0.941 1.138
C -3.506 -2.029 0.488
C -3.612 -3.317 1.097
C -4.197 -4.374 0.434
C -4.701 -4.246 -0.865
C -4.579 -3.004 -1.488
C -3.997 -1.924 -0.851
H -3.211 -3.453 2.096
H -4.263 -5.335 0.936
H -5.162 -5.084 -1.372
H -4.939 -2.881 -2.505
H -3.907 -0.972 -1.364

The calculation puts the energy relative to the best compared isomer or geometry (same formula, charge and spin) at 274.5 kJ/mol. The LUMO energy (spin up / spin down) comes out at 1.966 / 1.960 eV. As for the total energy: -59942.56147 eV. The net charge is -1.

---

(7)
C27H22NOP | ωB97M-V with the def2-TZVPD basis set

Cartesian coordinates (Å):
N 3.101 2.077 0.415
C 2.053 1.583 0.305
C 0.759 0.898 0.140
C -0.190 1.898 -0.624
C -1.489 1.258 -1.137
C -1.404 0.603 -2.376
C -2.520 0.018 -2.966
C -3.746 0.020 -2.291
C -3.851 0.696 -1.079
C -2.753 1.392 -0.554
C -0.391 3.150 0.228
C 0.197 4.342 -0.189
C 0.099 5.508 0.584
C -0.658 5.510 1.759
C -1.305 4.334 2.160
C -1.144 3.151 1.408
P 1.177 -0.844 -0.572
O 1.305 -0.724 -2.058
C 2.632 -1.739 0.137
C 2.575 -2.436 1.360
C 3.628 -3.264 1.780
C 4.761 -3.433 0.982
C 4.818 -2.774 -0.249
C 3.768 -1.945 -0.664
C -0.191 -1.965 -0.118
C -1.151 -1.629 0.844
C -2.101 -2.571 1.243
C -2.119 -3.847 0.684
C -1.167 -4.189 -0.286
C -0.205 -3.250 -0.683
H 0.297 0.701 1.118
H 0.370 2.192 -1.527
H -0.449 0.611 -2.896
H -2.416 -0.438 -3.944
H -4.598 -0.521 -2.714
H -4.803 0.703 -0.541
H -2.928 2.085 0.263
H 0.734 4.353 -1.137
H 0.627 6.409 0.261
H -0.709 6.417 2.377
H -1.926 4.332 3.064
H -1.649 2.245 1.752
H 1.692 -2.358 1.994
H 3.559 -3.799 2.728
H 5.579 -4.090 1.303
H 5.681 -2.926 -0.895
H 3.825 -1.464 -1.640
H -1.132 -0.660 1.324
H -2.805 -2.302 2.024
H -2.854 -4.584 1.007
H -1.150 -5.195 -0.708
H 0.567 -3.541 -1.395

The LUMO energy comes out at 0.491 eV. As for the total energy: -41182.83763 eV. As for the SMILES: N#C[C@@H](C(c1ccccc1)c1ccccc1)P(=O)(c1ccccc1)c1ccccc1.

---

(8)
C27H23BBrCuN4O4 | ωB97M-V with the def2-TZVPD basis set

Cartesian coordinates (Å):
Cu -0.103 -1.189 -0.262
O -5.734 -6.347 -1.342
N -5.047 -5.957 -0.422
O -5.163 -6.337 0.725
C -3.987 -4.963 -0.732
C -3.661 -4.864 -2.038
C -2.626 -3.980 -2.469
C -2.253 -3.854 -3.818
C -1.246 -2.985 -4.146
C -0.627 -2.254 -3.122
N -0.961 -2.359 -1.851
C -1.950 -3.210 -1.519
C -2.321 -3.307 -0.121
N -1.640 -2.510 0.722
C -1.944 -2.528 1.999
C -2.954 -3.344 2.517
C -3.656 -4.169 1.676
C -3.344 -4.180 0.300
H -4.188 -5.471 -2.760
H -2.762 -4.438 -4.574
H -0.928 -2.851 -5.170
H 0.166 -1.551 -3.344
H -1.375 -1.862 2.636
H -3.179 -3.318 3.574
H -4.435 -4.803 2.061
Br 4.866 -5.459 1.930
C 3.507 -4.346 1.239
C 3.584 -2.975 1.398
C 2.561 -2.199 0.873
N 1.515 -2.720 0.228
C 1.463 -4.041 0.087
C 2.431 -4.905 0.571
H 4.414 -2.514 1.913
H 2.569 -1.119 0.966
H 0.601 -4.433 -0.444
H 2.346 -5.973 0.430
C 1.303 7.283 1.817
C 1.377 6.669 0.412
C 2.606 7.225 -0.320
C 0.130 7.100 -0.359
C 1.491 5.146 0.523
C 2.580 4.592 1.202
C 2.753 3.218 1.350
C 1.795 2.402 0.791
O 1.706 1.038 0.783
B 0.514 0.690 0.070
O -0.080 1.917 -0.337
C 0.712 2.931 0.115
C 0.535 4.292 -0.034
H 1.221 8.371 1.751
H 2.192 7.048 2.403
H 0.435 6.905 2.358
H 2.536 8.312 -0.406
H 2.680 6.805 -1.325
H 3.529 6.988 0.210
H 0.093 8.190 -0.411
H -0.784 6.759 0.130
H 0.136 6.718 -1.382
H 3.323 5.249 1.636
H 3.604 2.811 1.881
H -0.328 4.660 -0.569

The calculation puts the energy relative to the best compared isomer or geometry (same formula, charge and spin) at 0.0 kJ/mol. The LUMO energy comes out at -1.384 eV. As for the total energy: -157881.37817 eV.